(1)
# C25H36MgN11O2S2

A structure of composition C25H36MgN11O2S2 (the ωB97M-V functional and the def2-TZVPD basis, OMol25).

Geometry as XYZ:
```
77
Properties=species:S:1:pos:R:3
Mg 0.403 -0.096 -0.004
C 2.594 2.225 0.699
N 1.560 3.114 0.198
C 1.041 4.023 1.211
C 0.818 2.752 -0.886
N 0.820 1.489 -1.268
C 0.560 1.126 -2.610
C 1.048 1.851 -3.692
C 0.758 1.472 -4.993
C -0.030 0.356 -5.221
C -0.480 -0.404 -4.153
C -0.161 -0.060 -2.841
N -0.586 -0.768 -1.702
C -0.909 -2.051 -1.730
N -0.324 -2.967 -2.543
C -1.058 -4.079 -3.124
C 1.036 -2.802 -3.022
N -1.846 -2.502 -0.867
C -1.783 -3.822 -0.257
C -2.844 -1.608 -0.297
N 0.123 3.734 -1.509
C -1.114 3.465 -2.220
C 0.611 5.096 -1.609
H 3.367 2.826 1.179
H 3.036 1.663 -0.118
H 2.207 1.532 1.458
H 1.859 4.626 1.607
H 0.586 3.458 2.030
H 0.283 4.680 0.799
H 1.655 2.729 -3.504
H 1.141 2.051 -5.823
H -0.290 0.068 -6.231
H -1.096 -1.276 -4.340
H -2.112 -4.010 -2.869
H -0.669 -5.042 -2.786
H -0.962 -4.037 -4.212
H 1.554 -2.053 -2.429
H 1.064 -2.497 -4.071
H 1.557 -3.756 -2.919
H -0.858 -4.320 -0.533
H -2.630 -4.442 -0.559
H -1.798 -3.706 0.827
H -2.939 -0.714 -0.905
H -2.583 -1.323 0.724
H -3.802 -2.130 -0.267
H -1.493 2.484 -1.950
H -0.976 3.513 -3.303
H -1.854 4.210 -1.921
H 1.607 5.173 -1.182
H -0.052 5.801 -1.101
H 0.661 5.380 -2.664
N 3.231 -2.129 3.479
C 3.864 -2.879 2.580
N 4.824 -3.716 2.990
N 3.617 -2.871 1.271
C 2.761 -2.042 0.782
N 2.025 -1.318 0.247
H 3.469 -2.193 4.454
H 2.433 -1.537 3.257
H 5.095 -3.797 3.952
H 5.327 -4.238 2.293
O -0.393 -1.867 2.299
S -0.244 -0.557 2.896
O 1.036 -0.324 3.529
N -0.555 0.553 1.733
C -1.653 1.300 1.997
S -2.287 2.426 0.981
C -2.244 0.950 3.319
C -3.348 1.520 3.929
C -3.750 1.024 5.162
C -3.067 -0.023 5.774
C -1.959 -0.600 5.167
C -1.577 -0.090 3.943
H -3.872 2.331 3.441
H -4.610 1.456 5.656
H -3.401 -0.392 6.734
H -1.420 -1.413 5.633
```

For the orbital gap, the calculation gives 7.403 eV. The net charge is +1.

***

(2)
# C25H36MoN8Se2

A structure of composition C25H36MoN8Se2 (the ωB97M-V functional and the def2-TZVPD basis, OMol25).

Geometry as XYZ:
```
72
Properties=species:S:1:pos:R:3
Mo -0.413 0.081 0.168
C -2.365 -2.199 -1.582
C -2.073 -2.611 -0.173
C -2.526 -3.862 0.241
C -2.360 -4.285 1.542
C -1.772 -3.411 2.446
C -1.329 -2.186 2.004
N -1.426 -1.791 0.697
C -0.762 -1.185 2.919
C -0.664 -1.328 4.293
C -0.140 -0.283 5.040
C 0.302 0.867 4.400
C 0.193 0.942 3.022
N -0.349 -0.061 2.306
C 0.724 2.036 2.197
C 1.187 3.217 2.726
C 1.770 4.153 1.878
C 1.896 3.842 0.541
C 1.408 2.639 0.036
C 1.606 2.341 -1.417
N 0.785 1.757 0.859
H -3.098 -2.880 -2.006
H -1.474 -2.246 -2.210
H -2.790 -1.196 -1.612
H -3.030 -4.492 -0.480
H -2.709 -5.259 1.858
H -1.676 -3.690 3.485
H -0.995 -2.229 4.787
H -0.061 -0.370 6.116
H 0.742 1.672 4.968
H 1.109 3.414 3.786
H 2.141 5.093 2.265
H 2.390 4.524 -0.138
H 2.413 2.961 -1.801
H 0.712 2.586 -1.994
H 1.874 1.299 -1.589
C -4.417 2.782 0.306
N -3.802 2.557 -1.014
C -4.464 3.260 -2.131
C -2.743 1.782 -1.114
N -2.105 1.270 -0.061
N -2.286 1.475 -2.392
C -1.243 0.679 -2.751
N -1.046 0.487 -4.042
N -0.454 0.103 -1.843
H -5.367 3.286 0.155
H -3.786 3.422 0.926
H -4.622 1.831 0.799
H -4.701 4.266 -1.791
H -5.381 2.742 -2.406
H -3.819 3.378 -2.999
H -2.531 1.582 0.806
H -2.849 1.840 -3.149
H -1.626 0.898 -4.761
H -0.285 -0.096 -4.365
H 0.235 -0.543 -2.277
C 2.689 -1.177 1.769
Se 1.944 -1.192 -0.034
C 1.677 -3.131 -0.238
C 2.040 -3.597 -1.639
Se 1.384 -2.497 -3.125
C 3.107 -2.066 -3.930
H 2.057 -1.736 2.456
H 2.791 -0.140 2.082
H 3.676 -1.629 1.702
H 0.651 -3.374 0.032
H 2.345 -3.571 0.503
H 1.637 -4.598 -1.789
H 3.120 -3.655 -1.764
H 3.583 -2.998 -4.223
H 3.727 -1.505 -3.236
H 2.909 -1.477 -4.823
```

As for the spin multiplicity: 3. For the orbital gap (alpha / beta), the calculation gives 5.302 / 5.876 eV. The net charge is +4.

***

(3)
# C25H37BaOSi2

A structure of composition C25H37BaOSi2 (the ωB97M-V functional and the def2-TZVPD basis, OMol25).

Geometry as XYZ:
```
66
Properties=species:S:1:pos:R:3
C 0.436 -1.646 1.627
C -0.922 -1.890 1.144
C -0.819 -2.292 -0.250
H -1.806 -1.752 1.682
C 0.594 -2.293 -0.620
C 1.369 -1.899 0.558
H 2.409 -1.770 0.591
H 0.683 -1.343 2.607
H -1.619 -2.442 -0.908
H 0.966 -2.416 -1.586
C -0.997 2.221 0.301
C -0.648 1.691 1.597
C 0.796 1.514 1.650
H -1.326 1.434 2.359
C 1.355 1.939 0.377
C 0.235 2.370 -0.474
H 0.287 2.600 -1.489
H -1.968 2.354 -0.076
H 1.338 1.141 2.460
H 2.360 1.892 0.094
Ba -0.057 0.003 -0.192
O -0.300 -0.136 -3.964
C -1.437 -0.922 -4.459
C -0.115 -0.922 -5.206
H -1.686 -1.777 -3.853
H -2.241 -0.342 -4.877
H 0.504 -1.794 -5.059
H 0.803 -1.910 -7.495
C 0.541 -0.863 -7.584
C 0.051 -0.190 -6.449
C -0.270 1.170 -6.567
H -0.617 1.700 -5.690
C -0.116 1.827 -7.778
H -0.363 2.879 -7.851
C 0.358 1.146 -8.896
H 0.477 1.662 -9.839
C 0.686 -0.204 -8.788
H 1.064 -0.739 -9.651
C -2.142 -1.800 5.544
Si -0.432 -1.721 4.782
C 1.143 -2.019 5.767
C -0.465 -3.359 3.829
C -0.307 0.067 3.919
Si -0.217 1.870 4.737
C 1.404 1.931 5.695
C -0.037 3.488 3.773
C -1.844 2.148 5.616
H -2.310 -2.795 5.991
H -2.862 -1.671 4.717
H -2.303 -1.012 6.293
H 1.107 -3.023 6.233
H 1.978 -2.007 5.039
H 1.311 -1.242 6.532
H -1.330 -3.423 3.153
H 0.474 -3.548 3.288
H -0.575 -4.175 4.562
H -0.399 0.072 5.058
H 2.218 1.806 4.956
H 1.516 2.922 6.178
H 1.470 1.126 6.447
H -0.903 3.681 3.122
H 0.009 4.314 4.503
H 0.901 3.517 3.197
H -2.636 2.118 4.849
H -2.035 1.373 6.373
H -1.843 3.148 6.085
```

For the orbital gap, the calculation gives 3.885 eV. The net charge is -1.

***

| no. | strongest force on any atom (eV/Å) |
| --- | --- |
| 1 | 0.60 |
| 2 | 0.42 |
| 3 | 7.22 |